A | 58
Properties=species:S:1:pos:R:3 method="wB97M-V/def2-TZVPD" smiles="CC(C)[C@H](OC(=O)c1oc2ccccc2c1CSC1CCCCC1)C(=O)NC(N)=O" lumo_ha=-0.0063
C 1.215 4.644 -3.292
C 2.166 4.539 -2.103
C 3.573 4.986 -2.490
C 2.186 3.091 -1.585
O 0.858 2.768 -1.171
C 0.688 1.588 -0.591
O 1.573 0.758 -0.475
C -0.676 1.392 -0.123
O -1.580 2.398 -0.305
C -2.740 1.974 0.231
C -3.947 2.657 0.280
C -5.008 2.013 0.881
C -4.879 0.727 1.417
C -3.684 0.048 1.371
C -2.593 0.679 0.772
C -1.232 0.318 0.533
C -0.585 -0.961 0.895
S -1.405 -2.337 -0.017
C -1.428 -3.632 1.290
C -0.035 -4.200 1.521
C -0.086 -5.301 2.579
C -1.051 -6.404 2.157
C -2.444 -5.828 1.918
C -2.393 -4.729 0.860
C 3.119 3.010 -0.371
O 2.825 3.539 0.674
N 4.345 2.432 -0.549
C 4.864 1.525 -1.504
N 3.956 0.669 -2.015
O 6.034 1.555 -1.789
H 1.141 5.678 -3.619
H 1.579 4.044 -4.124
H 0.224 4.295 -3.015
H 1.793 5.166 -1.288
H 4.008 4.301 -3.216
H 3.534 5.977 -2.933
H 4.226 5.027 -1.622
H 2.498 2.411 -2.384
H -4.040 3.647 -0.137
H -5.964 2.511 0.939
H -5.740 0.264 1.873
H -3.588 -0.947 1.776
H -0.721 -1.171 1.956
H 0.472 -0.946 0.638
H -1.799 -3.150 2.200
H 0.649 -3.410 1.838
H 0.338 -4.610 0.580
H -0.414 -4.875 3.530
H 0.914 -5.713 2.725
H -1.095 -7.175 2.929
H -0.690 -6.870 1.238
H -3.125 -6.617 1.593
H -2.831 -5.415 2.853
H -3.387 -4.305 0.703
H -2.055 -5.146 -0.091
H 5.022 2.681 0.164
H 3.091 0.502 -1.507
H 4.319 -0.072 -2.593

B | 58
Properties=species:S:1:pos:R:3 method="wB97M-V/def2-TZVPD" smiles="CCC[C@@H](C(=O)Nc1cc(S(=O)(=O)N2CCOCC2)ccc1OC)c1ccccc1" lumo_ha=0.0197
C -5.758 -0.185 -1.679
C -5.421 -1.089 -0.498
C -4.800 -0.336 0.676
C -3.379 0.170 0.384
C -2.900 1.042 1.536
O -3.541 1.270 2.536
N -1.656 1.601 1.382
C -0.753 1.301 0.339
C 0.303 0.430 0.598
C 1.103 -0.028 -0.423
S 2.386 -1.217 -0.050
O 2.583 -2.061 -1.189
O 2.116 -1.808 1.225
N 3.777 -0.312 0.129
C 3.808 0.568 1.274
C 5.254 1.026 1.482
O 5.755 1.653 0.324
C 5.720 0.781 -0.783
C 4.290 0.316 -1.067
C 0.900 0.393 -1.725
C -0.090 1.316 -1.984
C -0.923 1.794 -0.965
O -1.865 2.680 -1.372
C -2.427 3.609 -0.463
C -2.417 -0.978 0.188
C -1.976 -1.333 -1.080
C -1.066 -2.363 -1.245
C -0.590 -3.054 -0.145
C -1.045 -2.725 1.120
C -1.956 -1.697 1.285
H -6.265 -0.754 -2.455
H -4.862 0.250 -2.115
H -6.414 0.624 -1.364
H -4.739 -1.879 -0.823
H -6.339 -1.567 -0.151
H -5.428 0.517 0.941
H -4.758 -0.993 1.546
H -3.398 0.777 -0.526
H -1.268 1.981 2.237
H 0.457 0.046 1.594
H 3.447 0.000 2.131
H 3.165 1.448 1.112
H 5.316 1.766 2.281
H 5.874 0.154 1.734
H 6.120 1.344 -1.628
H 6.352 -0.097 -0.588
H 4.268 -0.429 -1.862
H 3.674 1.184 -1.352
H 1.509 -0.017 -2.514
H -0.264 1.684 -2.982
H -1.667 4.030 0.198
H -3.226 3.169 0.138
H -2.843 4.400 -1.086
H -2.336 -0.791 -1.944
H -0.720 -2.621 -2.235
H 0.137 -3.840 -0.273
H -0.679 -3.263 1.981
H -2.306 -1.438 2.275

Which is most stable, and by how much? A, by 0.0931 hartree.

A | 22
Properties=species:S:1:pos:R:3 method="wB97M-V/def2-TZVPD" smiles=CNCC[C@H](N)CO lumo_ha=0.0341
C 1.445 1.539 -2.612
N 0.436 1.099 -1.636
C 0.571 -0.263 -1.249
C -0.638 -0.639 -0.376
C -0.267 -1.099 1.020
N -1.143 -2.235 1.598
C -0.427 0.140 2.081
O 0.082 1.326 1.484
H 1.786 0.820 -3.453
H 2.275 2.059 -2.016
H 1.075 2.386 -3.244
H -0.491 1.260 -2.095
H 1.522 -0.441 -0.442
H 0.737 -0.936 -2.171
H -1.114 -1.468 -0.955
H -1.422 0.121 -0.286
H 0.749 -1.441 1.123
H -2.044 -1.983 1.996
H -1.265 -2.904 0.920
H 0.136 0.118 3.082
H -1.461 0.237 2.234
H -0.299 1.448 0.525

B | 22
Properties=species:S:1:pos:R:3 method="wB97M-V/def2-TZVPD" smiles=C[C@H](O)[C@H](C)NCN lumo_ha=0.0331
C -1.417 -1.302 1.322
C -1.103 0.169 1.385
O -2.283 0.888 1.014
C 0.087 0.532 0.380
C -0.500 1.100 -0.943
N 1.028 -0.554 0.119
C 2.140 -0.264 -0.760
N 1.919 -0.584 -2.164
H -0.572 -1.981 1.412
H -2.020 -1.564 2.208
H -2.039 -1.624 0.480
H -0.840 0.552 2.360
H -2.350 1.665 1.572
H 0.635 1.320 0.906
H -0.850 0.218 -1.479
H 0.236 1.621 -1.568
H -1.309 1.813 -0.803
H 0.532 -1.368 -0.196
H 2.376 0.793 -0.696
H 3.017 -0.804 -0.410
H 2.263 -1.471 -2.479
H 2.157 0.155 -2.803

C | 22
Properties=species:S:1:pos:R:3 method="wB97M-V/def2-TZVPD" lumo_ha="0.0184 / 0.0183"
C -1.441 0.057 -0.325
C 0.504 -0.569 1.036
C 1.513 0.125 0.192
C 1.750 1.668 -1.634
C -2.419 0.150 0.835
N 0.985 1.249 -0.485
N 0.453 -1.925 1.076
O -1.502 -1.199 -0.995
H -1.316 -1.886 -0.341
H -0.264 0.706 -0.512
H -1.797 0.767 -1.082
H 0.170 -0.056 1.929
H 0.332 -2.405 1.955
H 0.856 -2.441 0.306
H 2.253 0.452 0.954
H 2.056 -0.614 -0.436
H 2.710 2.137 -1.364
H 1.181 2.416 -2.193
H 1.996 0.844 -2.330
H -2.306 1.110 1.346
H -3.457 0.059 0.497
H -2.256 -0.645 1.571

Which is most stable, and by how much? B, by 0.0515 hartree.